# C44H37F2N3O8P

3 unconnected molecules or ions with the total composition C44H37F2N3O8P in a non-equilibrium geometry (ωB97M-V with the def2-TZVPD basis set, the Open Molecules 2025 dataset).

Calculated values
**Total charge**: -1
**M**: 804.76 g/mol
**E_LUMO**: -0.03 eV
**HOMO-LUMO gap**: 4.05 eV

Last column: Löwdin charge in e.
CARTESIAN COORDINATES (ANGSTROEM)
C1 -1.4192 6.8317 2.5183  -0.130
C2 -1.1852 5.5106 1.6418  -0.216
C3 -2.6262 5.1726 1.0159  -0.175
N1 -2.5804 3.8171 0.4393  -0.061
C4 -1.3959 3.5378 -0.3284  -0.302
C5 -0.7027 2.2808 -0.0693  0.001
C6 0.5212 1.8281 -0.7313  -0.032
C7 1.0352 2.8295 -1.7067  -0.062
C8 0.2356 4.0338 -1.8605  -0.155
N2 -0.8951 4.4212 -1.2325  0.126
C9 -3.8570 3.4179 -0.2827  -0.367
C10 -5.0025 4.4591 -0.0342  -0.646
O1 -5.2154 5.5151 -0.6492  -0.014
O2 -5.7532 4.2250 1.0277  -0.137
N3 -3.5057 3.0250 -1.6617  0.080
C11 -3.6345 1.6508 -2.0478  -0.486
O3 -2.8283 0.7948 -1.9902  0.158
F1 -4.8535 1.3074 -2.6698  0.049
C12 -3.8226 3.9186 -2.7368  -0.417
O4 -3.0810 4.5378 -3.4091  0.192
F2 -5.1769 4.0256 -3.0722  0.069
P1 -4.3651 1.8264 0.6694  1.066
C13 -4.0854 2.0154 2.5063  -0.405
C14 -2.6042 1.7788 2.9836  -0.188
C15 -6.0942 1.2697 0.2322  -0.402
C16 -6.9401 0.8108 1.4943  -0.178
H1 -1.3302 7.7662 1.9033  0.070
H2 -0.6198 6.8742 3.3157  0.062
H3 -2.3964 6.8011 3.0631  0.065
H4 -0.4601 5.8319 0.8439  0.094
H5 -0.7882 4.6793 2.2746  0.097
H6 -2.7906 6.0000 0.2641  0.136
H7 -3.3144 5.2746 1.9009  0.123
H8 -1.1501 1.5863 0.6853  0.082
H9 1.0315 0.8657 -0.5163  0.088
H10 1.9749 2.6428 -2.2847  0.086
H11 0.6337 4.7649 -2.6170  0.103
H12 -4.3916 3.0341 2.8873  0.077
H13 -4.7246 1.2643 3.0496  0.066
H14 -2.2467 0.7904 2.5609  0.058
H15 -1.8879 2.5451 2.5854  0.036
H16 -2.4965 1.6922 4.1016  0.066
H17 -6.6329 2.1618 -0.2035  0.080
H18 -6.1293 0.4491 -0.5315  0.065
H19 -8.0373 0.7455 1.2782  0.063
H20 -6.7874 1.4754 2.3849  0.057
H21 -6.5926 -0.2187 1.8117  0.065
C17 8.0196 -0.4657 0.4154  -0.056
C18 8.9286 -1.1292 -0.4042  -0.058
C19 8.5002 -1.7160 -1.5862  -0.001
C20 7.1579 -1.6522 -1.9482  -0.081
C21 6.2426 -1.0078 -1.1145  -0.079
C22 6.6795 -0.4052 0.0624  0.003
C23 4.8006 -0.9741 -1.4621  -0.299
O5 4.0020 -0.4099 -0.7381  0.074
C24 4.3470 -1.6472 -2.7030  -0.103
C25 2.9895 -1.6728 -3.0131  0.003
C26 2.5556 -2.2885 -4.1778  -0.042
C27 3.4767 -2.8737 -5.0430  -0.052
C28 4.8298 -2.8556 -4.7357  0.000
C29 5.2681 -2.2510 -3.5607  -0.086
C30 6.7129 -2.2680 -3.2240  -0.279
O6 7.5193 -2.7820 -3.9760  0.101
H22 8.3573 0.0001 1.3340  0.108
H23 9.9732 -1.1864 -0.1207  0.106
H24 9.2122 -2.2269 -2.2235  0.120
H25 5.9745 0.1078 0.7060  0.124
H26 2.2684 -1.2162 -2.3450  0.124
H27 1.4983 -2.3117 -4.4145  0.114
H28 3.1370 -3.3483 -5.9563  0.108
H29 5.5421 -3.3164 -5.4098  0.120
C31 -3.1203 -5.7507 3.2336  -0.059
C32 -3.0488 -6.6810 2.2001  -0.061
C33 -1.9788 -6.6593 1.3178  -0.003
C34 -0.9808 -5.6991 1.4578  -0.084
C35 -1.0652 -4.7519 2.4792  -0.081
C36 -2.1317 -4.7879 3.3730  0.002
C37 -0.0346 -3.6913 2.6118  -0.277
O7 -0.1054 -2.8688 3.5036  0.109
C38 1.0782 -3.6489 1.6309  -0.080
C39 2.0210 -2.6274 1.7057  0.019
C40 3.0730 -2.5846 0.8016  -0.045
C41 3.1922 -3.5699 -0.1756  -0.048
C42 2.2526 -4.5870 -0.2575  0.008
C43 1.1876 -4.6243 0.6386  -0.084
C44 0.1689 -5.6959 0.5190  -0.279
O8 0.2701 -6.5549 -0.3373  0.097
H30 -3.9525 -5.7744 3.9277  0.106
H31 -3.8287 -7.4249 2.0848  0.105
H32 -1.9245 -7.3882 0.5180  0.119
H33 -2.1943 -4.0624 4.1754  0.122
H34 1.9341 -1.8606 2.4665  0.125
H35 3.7991 -1.7874 0.8603  0.089
H36 4.0173 -3.5415 -0.8774  0.103
H37 2.3473 -5.3484 -1.0229  0.121

Cartesian forces, eV/Å:
C 0.9004 -0.6664 0.4586
C -1.2123 1.7000 0.1074
C 2.4737 1.1590 0.6808
N -0.6547 0.6172 -0.9483
C 2.1118 -1.4586 -0.2436
C 0.6395 -0.7733 -0.2331
C -1.3105 3.8665 -1.1131
C -2.0959 -0.9084 1.8805
C 1.5850 -0.4432 -0.7188
N 0.4409 -1.7332 0.7258
C -0.2247 -0.7566 1.9583
C -3.6919 1.9083 3.1429
O 1.8504 -0.9216 -1.5363
O 2.5071 -1.1193 -2.0241
N -1.6436 -0.3385 -1.4213
C -0.4682 -0.7215 -0.2574
O 0.1965 0.4252 -0.0832
F 1.0466 1.0696 0.6592
C -1.7036 0.9892 -0.7692
O 0.4366 -0.3856 0.3854
F 1.4125 -0.7790 0.8838
P 1.3367 -1.5847 -0.4745
C -0.0642 1.1731 1.3849
C 0.4088 -0.9358 -0.7252
C -1.8568 1.0891 0.6014
C 0.5793 -0.4959 0.1833
H -0.2880 -0.9057 0.5199
H -0.7317 0.1419 -0.7919
H 0.7249 0.1191 -0.5850
H -0.6074 -0.8594 0.7652
H -0.3044 0.6169 -0.6033
H -0.3383 -0.9967 0.7111
H 0.1920 -0.5618 -1.3526
H 0.2949 0.8531 -0.8338
H -0.5484 0.8656 -0.1047
H -1.0932 0.4123 0.5239
H -0.5406 -0.6499 0.8277
H -0.0101 -1.0043 -0.5743
H 0.4586 0.6276 -0.7766
H -0.3171 0.9274 0.4636
H -0.8544 -0.5385 0.4943
H -0.3522 0.2996 -1.0295
H 0.5639 -0.8418 0.3732
H 0.5044 0.7552 0.7182
H 0.9604 0.1016 0.0397
H -0.2468 -0.3757 -1.0061
H -0.4089 0.9789 -0.2820
C -0.0391 -0.0472 -0.0724
C -0.1192 0.0027 -0.0560
C 0.1805 0.0431 0.1347
C 0.0227 0.0745 0.1953
C 0.2036 -0.0436 0.0526
C 0.1268 0.0237 0.1523
C -0.4164 0.4421 0.1654
O 0.2223 0.1387 -0.2746
C -0.0516 -0.0472 -0.2453
C -0.1735 0.0020 -0.0947
C 0.0882 0.0077 0.0223
C 0.0726 0.0434 0.1177
C -0.1602 -0.0868 -0.1376
C -0.1606 0.0232 -0.0044
C 0.3942 -0.2952 -0.4502
O -0.0738 0.0596 0.1109
H -0.0311 -0.0243 -0.0537
H -0.0591 0.0090 -0.0256
H -0.1759 0.0200 -0.0677
H -0.0623 -0.0685 -0.1472
H 0.1588 0.0160 0.0300
H 0.0621 0.0225 0.0337
H 0.0232 0.0283 0.0554
H 0.0664 0.0699 0.1597
C 0.0929 0.0131 -0.0569
C 0.1085 0.0637 0.0014
C -0.1944 -0.1143 0.0594
C -0.1499 0.0512 0.1470
C -0.1370 -0.1819 -0.0549
C -0.1804 -0.0765 0.0818
C -0.0493 0.4939 0.4725
O 0.0260 -0.1363 -0.0778
C 0.1344 0.0090 -0.1929
C 0.1716 0.0657 -0.0716
C -0.1293 -0.2791 0.2413
C -0.1389 -0.0522 0.1865
C 0.1941 0.0918 -0.1200
C 0.0914 0.1403 0.0490
C 0.0657 -0.4329 -0.4888
O -0.0165 0.0817 0.1071
H 0.0475 0.0175 -0.0435
H 0.0485 0.0410 0.0027
H 0.1454 0.1185 0.0179
H 0.1309 0.0350 -0.1348
H -0.1233 -0.1337 -0.0005
H -0.0957 -0.0934 0.1246
H -0.0447 -0.0711 0.0457
H -0.1533 -0.0058 0.1033